No. 1
{
  "formula": "C27H72BF4O27PtS9",
  "method": "the ωB97M-V functional and the def2-TZVPD basis",
  "symbols": ["Pt", "B", "F", "F", "F", "F", "O", "S", "O", "O", "C", "C", "C", "H", "H", "H", "H", "H", "H", "H", "H", "O", "S", "O", "O", "C", "C", "C", "H", "H", "H", "H", "H", "H", "H", "H", "O", "S", "O", "O", "C", "C", "C", "H", "H", "H", "H", "H", "H", "H", "H", "O", "S", "O", "O", "C", "C", "C", "H", "H", "H", "H", "H", "H", "H", "H", "O", "S", "O", "O", "C", "C", "C", "H", "H", "H", "H", "H", "H", "H", "H", "O", "S", "O", "O", "C", "C", "C", "H", "H", "H", "H", "H", "H", "H", "H", "O", "S", "O", "O", "C", "C", "C", "H", "H", "H", "H", "H", "H", "H", "H", "O", "S", "O", "O", "C", "C", "C", "H", "H", "H", "H", "H", "H", "H", "H", "O", "S", "O", "O", "C", "C", "C", "H", "H", "H", "H", "H", "H", "H", "H"],
  "positions_angstrom": [[3.51, 12.22, 19.00], [1.91, 13.46, 17.30], [1.61, 13.95, 16.04], [0.87, 13.72, 18.12], [2.12, 12.11, 17.32], [3.09, 14.00, 17.66], [-3.14, 13.39, 13.97], [-2.28, 12.22, 14.00], [-2.64, 10.91, 13.43], [-0.80, 12.63, 13.28], [0.24, 11.71, 13.18], [1.12, 12.06, 12.00], [-1.59, 12.12, 15.76], [-0.13, 10.69, 13.02], [0.81, 11.70, 14.11], [2.02, 11.44, 11.94], [1.39, 13.11, 11.97], [0.59, 11.84, 11.06], [-1.08, 13.07, 15.94], [-0.89, 11.30, 15.87], [-2.52, 12.04, 16.32], [1.42, 11.72, 19.89], [0.02, 11.28, 19.89], [-0.51, 10.25, 18.94], [-0.41, 10.82, 21.44], [-1.51, 9.99, 21.67], [-1.19, 8.53, 21.30], [-1.11, 12.72, 19.90], [-2.44, 10.39, 21.26], [-1.79, 10.04, 22.73], [-0.80, 8.29, 20.31], [-1.99, 7.81, 21.46], [-0.39, 8.28, 22.00], [-1.31, 12.99, 18.86], [-0.62, 13.60, 20.32], [-2.05, 12.50, 20.41], [3.19, 10.08, 18.67], [2.97, 8.60, 18.64], [1.80, 8.07, 17.94], [4.31, 7.90, 17.98], [4.27, 6.57, 17.50], [5.67, 6.09, 17.20], [2.99, 8.10, 20.42], [3.58, 6.37, 16.68], [3.89, 5.95, 18.31], [6.37, 6.15, 18.04], [6.08, 6.65, 16.37], [5.63, 5.01, 17.02], [2.45, 8.75, 21.11], [4.03, 8.18, 20.73], [2.65, 7.06, 20.43], [4.71, 11.79, 17.27], [5.30, 11.38, 16.04], [6.76, 11.46, 15.82], [4.71, 9.86, 15.68], [5.32, 9.09, 14.61], [4.24, 8.57, 13.70], [4.44, 12.24, 14.58], [5.88, 8.26, 15.05], [6.05, 9.60, 13.99], [4.68, 7.75, 13.13], [3.80, 9.31, 13.04], [3.42, 8.03, 14.17], [4.76, 11.82, 13.63], [4.68, 13.29, 14.69], [3.35, 12.18, 14.58], [-1.27, 18.93, 12.47], [-0.63, 17.64, 12.83], [0.62, 17.22, 12.27], [-0.39, 17.74, 14.44], [-0.01, 16.56, 15.08], [0.21, 17.10, 16.45], [-1.84, 16.20, 12.68], [0.97, 16.25, 14.72], [-0.73, 15.76, 14.89], [0.96, 17.90, 16.51], [0.51, 16.26, 17.08], [-0.73, 17.47, 16.87], [-2.29, 16.33, 11.69], [-2.61, 16.33, 13.44], [-1.23, 15.31, 12.78], [5.31, 20.02, 21.33], [5.73, 19.97, 19.92], [7.11, 19.87, 19.51], [4.80, 18.89, 19.05], [3.44, 18.61, 19.44], [3.16, 17.20, 18.81], [5.21, 21.54, 19.04], [2.77, 19.34, 18.98], [3.28, 18.59, 20.52], [2.23, 16.81, 19.23], [3.84, 16.45, 19.22], [3.02, 17.08, 17.74], [4.76, 21.30, 18.08], [6.11, 22.15, 18.90], [4.56, 22.17, 19.65], [5.23, 13.60, 19.29], [6.40, 14.10, 18.58], [6.19, 14.36, 17.16], [6.97, 15.48, 19.42], [7.08, 15.40, 20.84], [6.76, 16.77, 21.56], [7.76, 12.92, 18.99], [8.00, 14.88, 21.10], [6.30, 14.71, 21.16], [5.69, 16.95, 21.67], [7.18, 17.52, 20.89], [7.20, 16.78, 22.56], [7.67, 12.40, 19.94], [8.71, 13.45, 19.03], [7.75, 12.20, 18.17], [1.08, 14.69, 21.89], [2.49, 14.46, 21.74], [3.00, 13.86, 20.48], [3.30, 15.90, 22.05], [2.56, 16.87, 22.79], [3.60, 17.92, 23.21], [3.06, 13.50, 23.21], [2.15, 16.45, 23.71], [1.76, 17.27, 22.16], [3.10, 18.74, 23.74], [4.14, 18.27, 22.33], [4.41, 17.49, 23.79], [2.39, 12.64, 23.35], [3.08, 14.04, 24.16], [4.03, 13.15, 22.88], [4.28, 20.77, 15.56], [3.86, 19.88, 14.45], [4.36, 20.09, 13.13], [4.12, 18.27, 14.89], [4.23, 17.37, 13.78], [3.89, 16.01, 14.35], [2.06, 19.80, 14.52], [5.24, 17.47, 13.39], [3.53, 17.68, 13.00], [3.51, 15.33, 13.59], [3.05, 16.07, 15.04], [4.67, 15.57, 14.97], [1.68, 20.62, 13.91], [1.73, 19.88, 15.56], [1.73, 18.84, 14.12]],
  "lumo_energy_ev": [-2.8, -4.5],
  "multiplicity": 3,
  "charge": 1
}



No. 2
{
  "formula": "C32H35N3O2",
  "method": "the ωB97M-V functional and the def2-TZVPD basis",
  "symbols": ["C", "C", "C", "N", "C", "C", "C", "C", "C", "C", "C", "C", "C", "N", "C", "C", "C", "C", "C", "C", "C", "C", "C", "H", "H", "H", "H", "H", "H", "H", "H", "H", "H", "H", "H", "H", "H", "H", "H", "H", "H", "H", "H", "H", "H", "H", "H", "H", "C", "C", "O", "C", "C", "C", "C", "C", "C", "C", "C", "C", "N", "O", "H", "H", "H", "H", "H", "H", "H", "H", "H", "H"],
  "positions_angstrom": [[6.84, 1.52, -2.86], [6.98, 0.09, -3.38], [5.83, -0.71, -2.75], [4.94, 0.28, -2.17], [3.76, -0.04, -1.56], [3.59, -1.32, -0.97], [2.42, -1.62, -0.29], [1.31, -0.74, -0.35], [0.05, -1.08, 0.23], [-1.21, -0.79, -0.37], [-1.40, -0.77, -1.79], [-2.66, -0.58, -2.33], [-3.75, -0.22, -1.49], [-4.95, 0.15, -2.02], [-5.87, 1.03, -1.32], [-6.99, 1.33, -2.33], [-6.84, 0.30, -3.46], [-5.43, -0.31, -3.31], [-3.56, -0.22, -0.08], [-2.34, -0.55, 0.45], [1.48, 0.53, -0.98], [2.70, 0.90, -1.51], [5.41, 1.64, -2.30], [7.55, 1.70, -2.05], [7.01, 2.27, -3.64], [6.86, 0.06, -4.47], [7.94, -0.35, -3.13], [5.30, -1.32, -3.50], [6.20, -1.41, -1.98], [4.40, -2.05, -1.02], [2.32, -2.56, 0.24], [0.05, -1.68, 1.14], [-0.55, -0.96, -2.44], [-2.82, -0.63, -3.41], [-6.27, 0.53, -0.43], [-5.36, 1.94, -0.98], [-7.97, 1.28, -1.85], [-6.85, 2.34, -2.72], [-7.59, -0.49, -3.36], [-6.96, 0.76, -4.44], [-4.77, 0.02, -4.13], [-5.48, -1.41, -3.35], [-4.40, 0.02, 0.57], [-2.22, -0.61, 1.53], [0.64, 1.22, -1.01], [2.83, 1.89, -1.95], [5.40, 2.16, -1.33], [4.77, 2.21, -2.99], [-4.45, 0.63, 3.85], [-3.32, -0.26, 4.26], [-2.16, 0.27, 3.57], [-1.04, -0.46, 3.79], [0.09, 0.10, 3.06], [1.45, -0.24, 3.37], [1.78, -1.39, 4.14], [3.10, -1.72, 4.37], [4.13, -0.90, 3.88], [3.82, 0.24, 3.14], [2.50, 0.57, 2.87], [-0.23, 1.18, 2.24], [-0.44, 2.09, 1.52], [-1.05, -1.47, 4.49], [-5.38, 0.32, 4.34], [-4.24, 1.67, 4.12], [-4.60, 0.60, 2.76], [-3.14, -0.21, 5.35], [-3.48, -1.30, 3.96], [0.95, -1.99, 4.52], [3.34, -2.62, 4.94], [5.17, -1.17, 4.07], [4.61, 0.89, 2.75], [2.25, 1.46, 2.28]],
  "lumo_energy_ev": -1.5,
  "relative_energy_kcal_mol": 20.1
}